A 2-piece molecular cluster, C5H13NO2 overall, computed with ωB97M-V/def2-TZVPD.

The HOMO energy is -9.8 eV. For the energy relative to the best compared isomer or geometry (same formula, charge and spin), the calculation gives 2.872 eV. The spin multiplicity is 1.

CARTESIAN COORDINATES (ANGSTROEM)
O1 1.23 1.80 -3.02
O2 -1.41 -2.98 0.70
N1 -0.01 -1.48 1.50
C1 -0.07 0.88 0.87
C2 -0.45 -0.52 0.38
C3 -0.57 -2.75 1.51
C4 -0.79 2.11 0.38
C5 0.58 -0.86 -0.73
H1 0.75 -1.89 -1.01
H2 1.07 0.91 0.61
H3 -0.20 1.00 1.93
H4 -0.36 3.09 0.82
H5 -0.17 -3.52 2.27
H6 1.03 1.24 -2.32
H7 0.33 -0.20 -1.58
H8 -0.57 2.19 -0.74
H9 1.28 1.22 -3.74
H10 0.33 -1.11 2.28
H11 -1.60 -0.47 0.09
H12 1.61 -0.62 -0.46
H13 -2.03 1.95 0.25

---

Br2H4OSi2 as an isolated structure, computed with ωB97M-V/def2-TZVPD.

The HOMO energy is -9.6 eV. For the energy relative to the best compared isomer or geometry (same formula, charge and spin), the calculation gives 2.694 eV. The spin multiplicity is 1.

CARTESIAN COORDINATES (ANGSTROEM)
Br1 -1.51 -1.71 1.20
Br2 -1.54 1.91 1.50
Si1 -0.47 0.13 1.73
Si2 0.74 0.01 -1.56
O1 0.94 0.25 0.01
H1 0.14 -0.02 2.98
H2 0.79 -1.59 -1.78
H3 -0.65 0.35 -1.57
H4 1.58 0.67 -2.53

---

An isolated molecule of C4H2ClFS2, computed with ωB97M-V/def2-TZVPD.

The HOMO energy is -8.9 eV. For the energy relative to the best compared isomer or geometry (same formula, charge and spin), the calculation gives 2.031 eV. The spin multiplicity is 1.

CARTESIAN COORDINATES (ANGSTROEM)
Cl1 -2.76 -0.81 0.30
S1 -0.39 -0.62 2.25
S2 2.73 -0.22 -0.75
F1 -2.08 0.24 -1.99
C1 0.19 0.08 0.82
C2 -1.69 0.02 -0.82
C3 -0.34 0.34 -0.52
C4 1.65 -0.02 0.56
H1 0.21 0.69 -1.33
H2 2.47 0.29 1.48

---

Calculated values (eV) of HOMO-LUMO gap for the records, taken in order: 10.7 9.4 6.7.
Calculated values (eV) of E_LUMO for the records, taken in order: 0.84 -0.20 -2.20.